No. 1
11
Properties=species:S:1:pos:R:3:forces:R:3:lowdin_charge:R:1 method="wB97M-V/def2-TZVPD" homo_energy_ev="-9.65 / -10.21" gap_ha="0.2869 / 0.3479" de_lowest_kj_mol=316.2
C -1.692 0.699 -0.035 1.61 -0.47 0.04 0.172
C 0.320 -1.069 0.588 -1.71 0.46 -5.58 -0.095
O 1.289 1.382 0.533 -0.10 -0.04 0.14 -0.345
O 0.724 0.194 -1.612 0.36 0.17 1.21 -0.400
S 1.155 0.185 -0.227 0.41 -0.42 -1.57 0.236
Cl 3.076 -0.579 -0.423 -0.09 -0.03 0.34 0.334
H -2.418 -0.039 -0.244 -0.71 -0.53 0.02 0.008
H -1.691 1.275 0.863 -0.18 0.12 0.47 0.019
H -1.080 1.044 -0.852 -0.33 0.12 -0.05 -0.011
H -0.004 -1.853 -0.159 0.48 0.96 1.19 0.086
H 0.322 -1.239 1.569 0.26 -0.34 3.80 -0.004



No. 2
106
Properties=species:S:1:pos:R:3:forces:R:3:lowdin_charge:R:1 method="wB97M-V/def2-TZVPD" homo_energy_ev="-7.28 / -7.60" multiplicity=5 gap_ha="0.2569 / 0.2266"
Ru -0.315 0.201 0.219 -0.21 -0.53 0.01 0.899
O 0.278 0.085 4.394 0.04 0.06 -0.03 0.066
C 0.358 0.054 3.178 0.03 -0.06 0.02 -0.652
O -0.591 0.216 2.335 -0.01 0.04 0.01 -0.278
C 1.730 -0.124 2.546 0.01 0.01 0.08 -0.219
C 2.830 -0.480 3.356 -0.04 0.03 -0.03 0.018
C 4.068 -0.517 2.795 0.01 0.00 -0.01 0.010
C 4.227 -0.153 1.435 0.06 -0.02 0.03 -0.165
C 5.488 -0.125 0.794 -0.03 0.00 0.02 -0.029
C 5.593 0.249 -0.514 -0.03 0.02 -0.04 -0.067
C 4.439 0.620 -1.238 0.05 -0.03 0.02 -0.053
C 3.210 0.588 -0.646 -0.02 -0.03 -0.01 -0.035
C 3.074 0.187 0.698 -0.04 0.02 -0.01 -0.226
N 1.828 0.152 1.267 0.01 0.04 0.01 0.077
H 2.637 -0.701 4.395 -0.01 -0.01 0.01 0.127
H 4.939 -0.799 3.374 0.01 -0.01 0.00 0.123
H 6.366 -0.403 1.363 0.01 0.00 0.01 0.116
H 6.560 0.268 -0.999 0.01 0.00 -0.01 0.105
H 4.532 0.929 -2.271 0.00 0.00 -0.01 0.109
H 2.322 0.874 -1.189 -0.01 -0.02 -0.01 0.056
C 1.177 -0.972 -2.890 0.00 -0.02 0.05 -0.173
Si -0.082 0.405 -2.914 -0.05 0.02 0.09 0.389
C -0.742 0.435 -4.670 -0.02 0.01 0.00 -0.184
C 0.724 2.096 -2.741 -0.03 0.04 0.01 -0.198
N -1.229 0.178 -1.575 0.00 -0.10 0.00 -0.211
C -2.617 -0.003 -1.663 0.15 0.07 -0.01 -0.336
C -3.336 -0.062 -2.866 -0.03 -0.02 0.08 -0.051
C -4.705 -0.269 -2.902 0.03 0.00 0.00 -0.086
C -5.431 -0.435 -1.734 -0.04 -0.02 0.01 -0.086
C -4.763 -0.374 -0.522 0.03 0.01 -0.02 -0.007
C -3.406 -0.152 -0.518 0.03 0.03 0.04 -0.251
F -2.801 -0.068 0.698 -0.01 -0.03 0.02 -0.012
H 2.046 -0.710 -3.500 0.00 0.03 -0.04 0.045
H 0.735 -1.873 -3.323 0.00 -0.02 0.01 0.036
H 1.537 -1.246 -1.899 0.01 0.02 -0.02 -0.005
H 0.130 0.618 -5.305 0.02 0.00 -0.01 0.042
H -1.452 1.242 -4.852 -0.01 0.02 -0.03 0.034
H -1.185 -0.507 -4.994 0.00 -0.03 0.00 0.036
H 1.604 2.168 -3.385 0.01 -0.02 -0.03 0.043
H 1.022 2.364 -1.727 -0.01 0.01 -0.02 -0.040
H 0.010 2.852 -3.079 0.00 0.04 0.00 0.019
H -2.811 0.043 -3.795 0.03 0.01 -0.09 0.062
H -5.204 -0.313 -3.862 0.00 0.01 -0.01 0.105
H -6.497 -0.612 -1.761 -0.01 0.00 0.00 0.102
H -5.271 -0.498 0.424 0.00 0.00 0.02 0.124
C 2.433 4.348 0.368 0.04 0.02 0.03 -0.211
Si 1.158 4.006 1.695 -0.10 -0.07 -0.01 0.266
C 0.372 5.577 2.338 -0.04 0.05 -0.02 -0.225
C 1.980 3.143 3.130 -0.01 0.04 0.01 -0.196
As -0.493 2.651 0.673 0.09 0.81 -0.05 0.912
Si -1.893 4.210 -0.432 0.09 -0.06 0.07 0.255
C -0.870 5.523 -1.290 0.01 0.04 0.00 -0.214
C -2.922 3.342 -1.720 -0.05 0.03 0.00 -0.206
C -3.008 4.956 0.867 -0.03 0.01 0.01 -0.219
H 3.185 5.040 0.757 0.03 0.00 -0.02 0.038
H 2.002 4.785 -0.532 -0.04 0.04 -0.03 0.015
H 2.941 3.423 0.086 0.00 -0.01 -0.01 0.014
H 1.131 6.188 2.834 0.02 0.01 0.01 0.035
H -0.396 5.336 3.075 0.00 0.01 0.02 0.035
H -0.087 6.184 1.556 0.02 -0.02 0.03 0.006
H 2.544 3.893 3.691 0.03 -0.01 0.01 0.041
H 2.683 2.380 2.795 0.02 -0.03 0.00 0.018
H 1.267 2.684 3.815 -0.02 -0.04 0.01 0.037
H -0.218 5.079 -2.044 0.02 -0.01 -0.02 0.018
H -0.250 6.106 -0.608 -0.01 -0.02 -0.01 0.010
H -1.548 6.214 -1.799 0.01 0.02 -0.02 0.037
H -2.310 2.822 -2.457 0.03 -0.01 -0.03 0.011
H -3.517 4.096 -2.244 -0.02 -0.02 -0.02 0.043
H -3.605 2.612 -1.286 -0.02 -0.02 0.02 0.029
H -2.452 5.516 1.619 0.02 0.02 0.00 0.010
H -3.566 4.171 1.380 -0.02 -0.01 0.00 0.033
H -3.729 5.633 0.400 -0.01 0.01 0.00 0.036
C 3.526 -4.398 -1.421 0.01 -0.01 -0.01 -0.092
C 2.262 -4.652 -1.933 -0.01 0.00 0.01 -0.086
C 1.143 -4.067 -1.354 0.01 -0.01 0.01 -0.115
C 1.258 -3.215 -0.256 -0.01 -0.04 -0.02 -0.318
C 2.536 -3.000 0.263 0.02 0.05 0.01 -0.136
C 3.660 -3.575 -0.312 0.01 0.01 0.02 -0.080
Ge -0.305 -2.293 0.525 0.04 -0.33 -0.12 0.985
C -0.342 -2.862 2.406 0.02 0.01 0.03 -0.310
C 0.575 -3.795 2.887 0.02 -0.02 0.04 -0.099
C 0.513 -4.255 4.198 0.02 0.01 -0.03 -0.087
C -0.476 -3.789 5.049 -0.02 0.02 0.01 -0.089
C -1.403 -2.866 4.583 0.00 -0.01 0.02 -0.075
C -1.334 -2.407 3.278 -0.07 -0.08 -0.02 -0.138
C -1.890 -3.148 -0.283 -0.04 0.00 0.02 -0.295
C -2.166 -3.044 -1.647 0.04 0.03 -0.04 -0.146
C -3.279 -3.647 -2.212 -0.01 0.00 -0.01 -0.087
C -4.153 -4.372 -1.414 -0.01 0.00 -0.02 -0.094
C -3.897 -4.493 -0.057 0.01 0.00 0.01 -0.085
C -2.776 -3.889 0.499 -0.01 0.02 0.02 -0.093
H 4.400 -4.849 -1.875 0.01 0.00 0.00 0.098
H 2.145 -5.309 -2.786 0.00 0.00 0.00 0.101
H 0.166 -4.283 -1.769 -0.03 0.00 -0.01 0.089
H 2.662 -2.389 1.150 -0.01 0.00 -0.01 0.079
H 4.640 -3.384 0.110 0.00 0.00 0.00 0.100
H 1.347 -4.183 2.234 0.00 -0.02 -0.01 0.086
H 1.237 -4.980 4.549 0.01 -0.01 0.01 0.098
H -0.523 -4.139 6.072 -0.01 0.00 0.01 0.099
H -2.172 -2.489 5.245 0.00 0.01 0.00 0.106
H -2.049 -1.666 2.943 0.00 -0.02 -0.01 0.102
H -1.504 -2.466 -2.284 0.03 0.01 -0.01 0.084
H -3.472 -3.541 -3.273 0.00 0.00 -0.01 0.103
H -5.027 -4.839 -1.849 -0.01 0.00 0.00 0.099
H -4.569 -5.061 0.573 -0.01 -0.01 0.01 0.100
H -2.593 -4.004 1.560 0.01 0.00 0.03 0.089



For reference, largest force on an atom by record: 5.86 0.82 eV/A.
For reference, total energy by record: -29603.255 -198800.838 eV.